No. 1
Below is a structure of composition C27H26BF4IPS4SbTc, with properties calculated with ωB97M-V/def2-TZVPD.

Geometry (Å):
Tc 0.71 -0.27 1.66
I 1.89 -2.66 0.80
C 0.84 -3.24 -0.97
C 0.55 -4.57 -1.02
C 0.10 -5.15 -2.22
C 0.07 -4.40 -3.35
C 0.38 -3.02 -3.32
C 0.42 -2.29 -4.53
C 0.66 -0.95 -4.52
C 0.76 -0.28 -3.29
C 0.74 -0.95 -2.09
P 0.60 0.23 -0.67
C 2.08 1.25 -0.91
C 3.26 0.62 -1.30
C 4.46 1.31 -1.33
C 4.50 2.65 -0.96
C 3.33 3.29 -0.58
C 2.13 2.60 -0.54
C -0.89 1.15 -1.18
C -0.86 2.34 -1.89
C -2.05 2.94 -2.29
C -3.27 2.34 -1.98
C -3.30 1.15 -1.28
C -2.11 0.56 -0.88
C 0.66 -2.37 -2.08
H 0.71 -5.20 -0.15
H -0.17 -6.20 -2.23
H -0.18 -4.85 -4.30
H 0.27 -2.82 -5.46
H 0.73 -0.39 -5.44
H 0.82 0.80 -3.30
H 3.24 -0.43 -1.58
H 5.36 0.80 -1.63
H 5.43 3.19 -0.97
H 3.36 4.33 -0.29
H 1.23 3.11 -0.24
H 0.08 2.82 -2.13
H -2.02 3.87 -2.84
H -4.19 2.82 -2.29
H -4.24 0.68 -1.04
H -2.12 -0.37 -0.31
S 1.30 4.39 3.72
Sb -0.78 5.83 3.67
S 0.21 1.90 2.02
S 0.67 2.48 3.90
S -2.32 4.33 3.13
C -2.06 -1.37 4.08
C -2.30 -0.81 2.65
C -3.44 -1.62 2.01
C -2.71 0.65 2.74
C -1.01 -1.12 1.96
H -2.94 -1.16 4.69
H -1.20 -0.89 4.55
H -1.89 -2.45 4.07
H -4.35 -1.50 2.60
H -3.20 -2.68 1.96
H -3.66 -1.26 1.00
H -3.76 0.73 3.04
H -2.60 1.16 1.78
H -2.13 1.18 3.49
H -1.00 -2.20 1.76
F 3.92 -1.09 3.36
B 3.13 0.01 3.27
F 3.49 1.08 4.01
F 1.72 -0.38 3.60
F 2.94 0.38 1.87

- net charge = +1
- HOMO energy (spin up / spin down) (eV) = -11.039 / -11.039
- Kohn-Sham gap (spin up / spin down) (hartree) = 0.2250 / 0.2251
- lowest unoccupied orbital energy (spin up / spin down) (eV) = -4.91 / -4.91

Löwdin atomic charge list, values in e, 2 entries: Tc 0.702; I 1.240

=====

No. 2
Below is a structure of composition C27H26Cl3CoGeN3O3Se, with properties calculated with ωB97M-V/def2-TZVPD.

Geometry (Å):
Co -0.58 -0.20 -0.17
O 0.46 -5.14 3.66
C -0.11 -5.44 2.65
O -0.36 -6.56 2.15
C -0.66 -4.21 1.89
C -0.30 -4.18 0.53
C -0.60 -3.06 -0.25
N -1.27 -2.03 0.32
C -1.75 -2.10 1.60
C -1.47 -3.22 2.38
C -2.48 -0.91 2.01
C -3.30 -0.91 3.11
C -4.00 0.23 3.45
C -3.79 1.38 2.69
C -2.96 1.36 1.57
N -2.30 0.25 1.30
C 0.11 -2.65 -1.53
C 0.42 -3.54 -2.53
C 1.13 -2.99 -3.58
C 1.42 -1.65 -3.69
C 0.85 -0.80 -2.75
N 0.18 -1.33 -1.70
H 0.20 -5.06 0.18
H -1.86 -3.25 3.44
H -3.29 -1.84 3.71
H -4.67 0.17 4.28
H -4.13 2.37 2.91
H -2.61 2.28 1.12
H 0.10 -4.60 -2.44
H 1.64 -3.64 -4.30
H 1.87 -1.20 -4.59
H 0.88 0.25 -2.77
Cl 3.58 -3.56 5.12
C 2.76 -2.62 3.92
C 3.29 -2.79 2.67
C 2.80 -1.91 1.69
Cl 3.00 -2.30 -0.04
C 1.62 -0.97 2.02
O 1.05 -0.38 1.20
C 1.32 -0.85 3.42
Cl -0.04 0.17 3.79
C 1.83 -1.70 4.33
H 3.91 -3.53 2.29
H 1.46 -1.85 5.33
C -1.01 4.37 -4.69
Ge -0.24 4.65 -2.93
C 1.37 5.73 -3.16
C -1.54 5.31 -1.53
C 0.33 2.81 -2.29
Se 0.23 2.25 -0.44
C 2.16 1.99 -0.32
H -0.95 5.29 -5.25
H -1.97 3.87 -4.60
H -0.26 3.73 -5.21
H 1.22 6.80 -3.34
H 1.85 5.37 -4.11
H 2.04 5.57 -2.29
H -1.66 6.42 -1.55
H -1.13 5.02 -0.53
H -2.55 4.88 -1.69
H 1.39 2.54 -2.57
H -0.20 2.10 -2.97
H 2.61 2.80 -0.88
H 2.46 1.08 -0.76
H 2.53 1.94 0.75

- energy above the lowest of the compared OMol25 structures with the same formula, charge and spin (kcal per mole) = 24.6
- <S²> = 6.036
- net charge = +1
- HOMO energy (spin up / spin down) (eV) = -10.204 / -10.193
- Kohn-Sham gap (spin up / spin down) (hartree) = 0.2455 / 0.1700
- 2S+1 = 5
- lowest unoccupied orbital energy (spin up / spin down) (eV) = -3.52 / -5.57

Löwdin atomic charge list, values in e, 2 entries: Co 0.665; O 0.040

=====

No. 3
Below is the molecule C27H26FN3O3S, with properties calculated with ωB97M-V/def2-TZVPD.

Geometry (Å):
O -2.46 -3.23 1.13
C -2.19 -2.28 0.43
N -2.95 -1.89 -0.62
C -4.22 -2.53 -0.90
C -5.34 -2.14 0.08
N -5.81 -0.78 0.07
C -4.92 0.22 0.63
C -5.73 1.49 0.87
O -6.29 1.97 -0.33
C -7.13 0.99 -0.91
C -6.36 -0.31 -1.18
C -0.96 -1.45 0.65
C -0.51 -1.29 1.96
C 0.60 -0.51 2.21
C 1.30 0.07 1.16
C 0.91 -0.15 -0.16
C -0.24 -0.89 -0.40
N 1.69 0.27 -1.25
C 2.27 -0.80 -2.05
C 3.26 -1.54 -1.20
C 2.89 -2.68 -0.49
C 3.78 -3.30 0.37
C 5.05 -2.78 0.55
C 5.41 -1.64 -0.16
F 6.64 -1.13 0.01
C 4.53 -1.01 -1.02
C 2.08 1.55 -1.51
O 2.73 1.84 -2.49
C 1.63 2.61 -0.56
C 1.03 3.75 -1.07
C 0.72 4.82 -0.24
C 1.05 4.77 1.10
C 1.67 3.65 1.62
C 1.95 2.57 0.80
S 2.70 1.11 1.51
H -2.76 -1.01 -1.07
H -4.06 -3.61 -0.81
H -4.50 -2.29 -1.93
H -5.00 -2.37 1.09
H -6.20 -2.78 -0.14
H -4.51 -0.15 1.57
H -4.08 0.47 -0.04
H -5.10 2.30 1.25
H -6.53 1.28 1.60
H -7.51 1.42 -1.83
H -7.97 0.77 -0.23
H -7.04 -1.06 -1.58
H -5.58 -0.10 -1.93
H -1.05 -1.76 2.76
H 0.95 -0.35 3.22
H -0.55 -1.06 -1.42
H 1.48 -1.47 -2.40
H 2.76 -0.33 -2.91
H 1.90 -3.09 -0.62
H 3.48 -4.18 0.91
H 5.76 -3.24 1.22
H 4.84 -0.12 -1.54
H 0.81 3.79 -2.13
H 0.25 5.70 -0.65
H 0.84 5.61 1.75
H 1.94 3.59 2.66

- energy above the lowest of the compared OMol25 structures with the same formula, charge and spin (kcal per mole) = 0.5
- HOMO energy (eV) = -8.552
- Kohn-Sham gap (hartree) = 0.3240
- SMILES = O=C(NCCN1CCOCC1)c1ccc2c(c1)N(Cc1cccc(F)c1)C(=O)c1ccccc1S2
- lowest unoccupied orbital energy (eV) = 0.26

Löwdin atomic charge list, values in e, 2 entries: O 0.078; C -0.463

=====

No. 4
Below is the molecule C27H26N6O2, with properties calculated with ωB97M-V/def2-TZVPD.

Geometry (Å):
C -6.54 -1.07 -2.24
C -6.88 -1.11 -0.76
O -6.83 0.16 -0.15
C -5.63 0.71 0.18
C -5.69 1.99 0.74
C -4.54 2.63 1.16
C -3.31 2.02 1.00
C -3.23 0.76 0.42
C -1.95 0.09 0.23
N -1.84 -1.22 0.32
N -0.55 -1.52 0.14
C -0.11 -2.85 0.18
C -1.05 -3.86 0.03
C -0.64 -5.18 0.06
C 0.70 -5.50 0.25
C 1.62 -4.48 0.41
C 1.23 -3.16 0.38
C 0.19 -0.41 -0.06
C -0.67 0.68 -0.02
C -0.42 2.06 -0.27
C 0.73 2.76 -0.13
C 0.75 4.10 -0.54
N 0.80 5.20 -0.89
C 1.99 2.24 0.49
O 2.04 1.23 1.17
N 3.08 3.00 0.25
C 4.40 2.64 0.72
C 5.34 2.32 -0.44
C 4.86 1.14 -1.29
N 5.08 -0.14 -0.67
C 6.14 -0.97 -0.92
C 5.93 -2.08 -0.14
N 4.78 -1.94 0.56
C 4.30 -0.77 0.23
C -4.39 0.10 0.02
H -5.52 -0.73 -2.40
H -7.21 -0.39 -2.76
H -6.65 -2.06 -2.67
H -6.23 -1.82 -0.23
H -7.92 -1.44 -0.63
H -6.66 2.45 0.86
H -4.61 3.61 1.61
H -2.42 2.51 1.37
H -2.08 -3.60 -0.11
H -1.37 -5.97 -0.06
H 1.01 -6.53 0.27
H 2.67 -4.71 0.57
H 1.97 -2.39 0.54
H 1.23 -0.46 -0.28
H -1.28 2.61 -0.65
H 2.99 3.85 -0.29
H 4.28 1.77 1.37
H 4.81 3.47 1.31
H 5.43 3.20 -1.08
H 6.33 2.10 -0.04
H 3.78 1.26 -1.49
H 5.38 1.15 -2.25
H 6.92 -0.71 -1.60
H 6.54 -2.96 -0.06
H 3.41 -0.34 0.64
H -4.29 -0.88 -0.40

- energy above the lowest of the compared OMol25 structures with the same formula, charge and spin (kcal per mole) = 5.0
- HOMO energy (eV) = -8.289
- Kohn-Sham gap (hartree) = 0.2855
- SMILES = CCOc1cccc(-c2nn(-c3ccccc3)cc2/C=C(/C#N)C(=O)NCCCn2ccnc2)c1
- lowest unoccupied orbital energy (eV) = -0.52

Löwdin atomic charge list, values in e, 2 entries: C -0.063; C -0.246

=====

No. 5
Below is a structure of composition C27H27BBrN11OTa, with properties calculated with ωB97M-V/def2-TZVPD.

Geometry (Å):
Ta 0.06 0.37 0.44
C -0.26 -0.23 4.74
C 0.32 0.39 3.67
N -0.20 -0.08 2.49
N -1.13 -1.02 2.86
C -1.19 -1.11 4.18
B -2.03 -1.81 1.85
N -1.04 -2.54 0.90
C -1.05 -3.78 0.41
C 0.06 -3.96 -0.40
C 0.70 -2.74 -0.37
N 0.04 -1.85 0.41
N -2.74 -0.72 0.97
C -4.02 -0.59 0.67
C -4.20 0.58 -0.08
C -2.95 1.13 -0.20
N -2.02 0.33 0.44
N -2.97 -2.67 2.57
C -2.90 -3.95 3.07
C -3.94 -4.13 3.93
C -4.63 -2.90 3.91
N -4.03 -2.01 3.14
H -0.08 -0.06 5.79
H 1.08 1.15 3.68
H -1.90 -1.78 4.65
H -1.85 -4.46 0.65
H 0.35 -4.85 -0.92
H 1.61 -2.48 -0.87
H -4.74 -1.30 1.03
H -5.13 0.98 -0.45
H -2.65 2.04 -0.67
H -2.10 -4.64 2.82
H -4.19 -5.02 4.48
H -5.53 -2.62 4.44
Br 6.75 -1.02 4.06
C 5.41 -0.71 2.88
C 4.15 -1.35 3.05
C 3.15 -1.12 2.13
C 3.39 -0.29 1.03
C 4.62 0.38 0.87
C 5.63 0.17 1.78
N 2.35 -0.14 0.05
C 2.70 -0.23 -1.19
C 1.68 -0.21 -2.22
C 1.99 -0.39 -3.56
C 0.94 -0.46 -4.48
C -0.36 -0.34 -4.02
C -0.59 -0.15 -2.65
N 0.41 -0.09 -1.77
H 4.00 -2.02 3.89
H 2.20 -1.63 2.23
H 4.78 1.06 0.05
H 6.58 0.67 1.68
H 3.73 -0.40 -1.48
H 3.02 -0.48 -3.88
H 1.14 -0.60 -5.53
H -1.20 -0.40 -4.69
H -1.60 -0.06 -2.27
N -0.05 4.27 -1.15
C 0.31 3.20 -0.50
O -0.37 2.11 -0.61
C 1.51 3.11 0.37
C 1.17 2.02 1.38
H -0.88 4.28 -1.73
H 0.46 5.14 -1.05
H 1.75 4.07 0.83
H 2.37 2.86 -0.27
H 0.45 2.44 2.09
H 2.06 1.72 1.94

- energy above the lowest of the compared OMol25 structures with the same formula, charge and spin (kcal per mole) = 0.0
- <S²> = 0.775
- net charge = +4
- HOMO energy (spin up / spin down) (eV) = -18.197 / -18.197
- Kohn-Sham gap (spin up / spin down) (hartree) = 0.1910 / 0.1189
- 2S+1 = 2
- lowest unoccupied orbital energy (spin up / spin down) (eV) = -13.00 / -14.96

Löwdin atomic charge list, values in e, 2 entries: Ta 1.977; C 0.036

=====

No. 6
Below is a structure of composition C27H27Br4I3N5O5Y, with properties calculated with ωB97M-V/def2-TZVPD.

Geometry (Å):
Y -0.19 -0.20 0.60
I -4.51 3.67 6.08
C -3.07 2.73 4.90
C -2.09 1.95 5.49
C -1.16 1.30 4.69
I 0.39 0.27 5.62
C -1.19 1.37 3.27
O -0.38 0.69 2.52
C -2.16 2.24 2.72
C -2.14 2.52 1.24
N -2.27 1.30 0.40
C -3.54 0.59 0.58
C -3.47 -0.83 0.09
C -4.61 -1.63 0.06
C -4.50 -2.93 -0.41
C -3.27 -3.40 -0.85
C -2.19 -2.55 -0.78
N -2.28 -1.29 -0.31
C -3.09 2.88 3.52
H -2.04 1.85 6.57
H -2.93 3.23 1.01
H -1.19 2.96 0.95
H -2.18 1.59 -0.56
H -3.78 0.59 1.65
H -4.37 1.10 0.08
H -5.56 -1.23 0.40
H -5.38 -3.57 -0.44
H -3.15 -4.40 -1.23
H -1.20 -2.86 -1.08
H -3.83 3.53 3.06
Br 4.56 4.90 -0.38
C 3.74 3.28 0.11
C 4.44 2.30 0.79
Br 6.25 2.57 1.27
C 3.80 1.11 1.14
Br 4.73 -0.28 2.04
C 2.46 0.85 0.82
O 1.86 -0.29 1.10
C 1.74 1.86 0.10
O 0.47 1.62 -0.25
C 2.39 3.04 -0.23
Br 1.37 4.31 -1.19
N 2.52 -3.35 1.46
C 1.28 -2.86 1.59
O 0.54 -2.69 0.62
C 0.83 -2.54 3.00
I -1.28 -2.35 3.04
H 2.91 -3.37 0.53
H 3.17 -3.23 2.22
H 1.23 -1.57 3.31
H 1.11 -3.31 3.71
C -1.07 0.17 -3.50
N 0.30 -0.27 -3.68
C 0.88 0.00 -4.99
C 2.09 -0.87 -5.21
C 3.04 -0.70 -4.04
N 2.35 -0.97 -2.78
C 3.19 -1.27 -1.63
C 1.03 -0.72 -2.61
O 0.48 -0.87 -1.50
H -1.76 -0.47 -4.05
H -1.18 1.19 -3.86
H -1.34 0.15 -2.45
H 1.15 1.06 -5.07
H 0.12 -0.20 -5.74
H 2.59 -0.60 -6.14
H 1.79 -1.92 -5.27
H 3.46 0.31 -4.03
H 3.87 -1.40 -4.11
H 3.76 -2.18 -1.83
H 2.58 -1.40 -0.74
H 3.89 -0.46 -1.45

- HOMO energy (eV) = -6.989
- Kohn-Sham gap (hartree) = 0.2584
- lowest unoccupied orbital energy (eV) = 0.04

Löwdin atomic charge list, values in e, 2 entries: Y 1.383; I 0.838

=====

No. 7
Below is a structure of composition C27H27Cl3GeN7OSSeTa, with properties calculated with ωB97M-V/def2-TZVPD.

Geometry (Å):
Ta 0.93 1.36 0.96
C 3.79 -0.43 3.95
C 2.57 -0.03 3.18
N 2.69 0.67 2.03
N 3.95 1.09 1.60
C 4.08 2.19 0.77
N 5.32 2.62 0.43
S 2.66 2.62 -0.10
C 1.21 -0.35 3.45
C 0.85 -1.31 4.42
C -0.48 -1.54 4.59
C -1.37 -0.64 3.96
C -0.98 0.43 3.24
N 0.31 0.38 2.74
H 3.53 -0.80 4.93
H 4.43 0.47 4.08
H 4.36 -1.22 3.44
H 4.80 0.90 2.18
H 6.10 2.14 1.00
H 5.42 3.26 -0.36
H 1.66 -1.89 4.82
H -0.81 -2.36 5.27
H -2.45 -0.75 4.04
H -1.65 1.24 3.00
C -2.12 -3.24 -0.45
C -2.26 -2.03 -1.38
C -1.58 -2.29 -2.74
C -1.63 -0.74 -0.71
C -3.80 -1.69 -1.60
C -4.33 -1.03 -2.72
C -5.64 -0.58 -2.69
C -6.55 -1.01 -1.74
C -6.06 -1.74 -0.68
C -4.71 -2.04 -0.61
H -1.12 -3.34 -0.03
H -2.32 -4.19 -0.92
H -2.84 -3.28 0.42
H -0.53 -2.53 -2.60
H -1.43 -1.40 -3.32
H -2.08 -3.09 -3.28
H -1.60 0.24 -1.24
H -3.68 -0.86 -3.62
H -5.95 0.02 -3.56
H -7.60 -0.74 -1.80
H -6.74 -2.24 0.03
H -4.37 -2.60 0.24
Cl 0.11 3.28 2.85
Ge -1.32 5.16 2.74
Cl 0.29 6.72 2.73
Cl -2.34 -0.61 0.88
Se 0.50 -0.97 -0.41
C 1.74 -0.78 -1.84
C 1.35 -0.56 -3.21
C 2.35 -0.70 -4.19
C 3.62 -1.16 -3.85
C 3.99 -1.31 -2.49
C 3.08 -1.04 -1.49
H 0.25 -0.27 -3.41
H 2.16 -0.60 -5.23
H 4.23 -1.44 -4.71
H 4.98 -1.60 -2.18
H 3.18 -1.17 -0.38
O -0.42 2.23 -0.13
N 0.30 2.82 -1.25
C 0.02 4.11 -1.43
C -0.66 4.88 -0.42
N -1.19 5.17 0.60
C 0.57 4.82 -2.49
N 1.24 5.37 -3.29

- energy above the lowest of the compared OMol25 structures with the same formula, charge and spin (kcal per mole) = 75.2
- <S²> = 0.900
- net charge = +1
- HOMO energy (spin up / spin down) (eV) = -8.806 / -8.755
- Kohn-Sham gap (spin up / spin down) (hartree) = 0.1518 / 0.1756
- 2S+1 = 2
- lowest unoccupied orbital energy (spin up / spin down) (eV) = -4.68 / -3.98

Löwdin atomic charge list, values in e, 2 entries: Ta 1.159; C -0.031